# 1
Below is a 3-piece molecular cluster, C22H43N2O12P2 overall in a non-equilibrium geometry, with properties calculated with the ωB97M-V functional and the def2-TZVPD basis.

Geometry as XYZ:
```
81
Properties=species:S:1:pos:R:3:forces:R:3
C -3.1563 1.8621 3.5389 -0.18 -0.49 0.01
C -3.3889 2.7341 2.1633 -0.96 -0.11 -0.03
C -3.8243 1.7886 0.8542 0.16 -0.86 1.23
C -2.5664 0.9432 0.2290 0.72 0.01 0.35
C -1.9075 1.5806 -1.1303 -0.93 -0.14 -0.71
C -1.1704 0.4127 -2.0720 0.11 0.38 -0.22
C 0.4935 0.5640 -2.0436 -0.67 0.08 -1.81
P 1.1712 0.4589 -0.2200 -1.60 2.20 -1.00
C 2.8965 1.1777 -0.6114 2.14 1.28 -0.82
C 3.1002 2.7595 -0.2295 1.65 1.10 3.37
N 3.5763 3.1855 1.0104 -1.70 -1.64 -4.81
O 1.3035 0.4332 1.5253 -0.37 -4.26 -0.26
C 0.9226 -0.9891 1.8162 0.73 0.81 3.30
C 1.6816 -2.0108 0.7312 -1.78 1.67 -2.67
C 0.6954 -3.1083 -0.0554 1.62 0.51 -1.05
O 0.2551 -4.2162 0.8064 -3.91 1.40 0.64
C -1.1786 -4.0685 1.1526 -2.98 -0.31 -3.50
C -1.4851 -3.6939 2.7511 1.09 -0.94 -0.75
O -2.1446 -4.2332 0.2277 6.72 1.43 6.15
P 3.2694 -2.8363 1.4847 2.08 0.55 3.59
N 3.5791 -2.3141 3.0000 -0.98 -1.98 -1.73
O 4.6746 -2.3994 0.5144 -2.72 -3.01 0.50
O 3.1686 -4.5750 1.5662 -0.26 1.51 0.28
O 1.9956 -1.0927 -0.4138 -0.17 -2.71 2.58
H -4.0854 1.1447 3.7501 1.92 1.53 -0.61
H -3.0696 2.5532 4.4934 0.00 -1.29 -2.06
H -2.1945 1.1735 3.4654 -1.97 1.54 0.14
H -4.3244 3.4358 2.3688 2.06 -1.22 -0.40
H -2.4426 3.3873 1.9385 -1.83 -1.27 0.36
H -4.4212 2.3831 0.0414 1.32 -0.95 1.52
H -4.5778 0.9848 1.3129 1.44 1.74 -1.02
H -1.6905 0.8636 1.0333 -1.92 0.20 -1.59
H -2.9059 -0.1744 0.0265 0.65 2.36 0.21
H -1.1903 2.5068 -0.9361 -1.42 -2.22 -0.19
H -2.8102 2.0216 -1.7713 1.76 -0.94 1.29
H -1.5235 -0.6695 -1.7367 0.79 2.25 -0.46
H -1.6086 0.5490 -3.1727 1.17 -0.28 2.20
H 0.7034 1.6321 -2.5201 -0.18 -2.15 0.86
H 1.0040 -0.2746 -2.7159 -1.15 1.72 1.12
H 0.6442 1.8000 0.0109 -0.18 -0.30 -0.29
H -0.0585 -0.2646 -0.0017 -0.09 0.03 0.03
H 3.0583 1.0863 -1.7878 -0.32 0.27 2.40
H 3.6893 0.4509 -0.1294 -1.39 2.00 -0.68
H 2.8812 3.6224 -1.0088 0.11 -2.06 1.24
H 3.6348 4.2269 1.0490 -0.35 -0.88 -0.50
H -0.2420 -1.2107 1.9548 2.24 0.64 -1.18
H 1.2759 -1.0603 2.9542 -0.24 -0.55 -2.64
H -0.1911 -2.5509 -0.5926 1.80 -0.99 1.36
H 1.3857 -3.5901 -0.8967 -1.54 1.03 1.79
H -2.3449 -4.4058 3.1022 1.53 1.67 -0.67
H -0.4994 -3.9207 3.3640 -2.06 0.41 -1.35
H -1.7012 -2.5513 2.8805 0.12 -2.31 -0.51
H 3.6015 -3.1458 3.6557 0.14 1.35 -0.99
H 4.9373 -3.2750 0.1023 -0.17 1.43 0.40
H 2.9404 -4.8776 2.5093 0.49 1.17 -2.12
C -3.8412 -5.9247 -0.8957 -0.01 -0.42 0.09
C -5.1631 -6.3119 -1.5377 1.21 -0.16 0.60
C -5.1446 -6.3194 -3.0372 0.48 -0.53 -0.46
O -6.4993 -6.0649 -3.3637 -0.73 0.49 0.46
C -7.0167 -5.3442 -2.3240 -1.98 1.17 0.20
O -8.0956 -4.7777 -2.3454 2.24 -1.24 -0.02
O -6.1618 -5.3408 -1.2581 -1.13 0.17 -0.94
H -3.9413 -5.0431 -0.2557 -0.16 -0.36 -0.34
H -3.4714 -6.7487 -0.2759 -0.02 0.21 -0.02
H -3.0638 -5.7236 -1.6406 -0.21 0.13 0.14
H -5.5129 -7.2702 -1.1353 -0.09 0.05 -0.19
H -4.8243 -7.2829 -3.4451 -0.19 0.17 -0.02
H -4.5308 -5.5240 -3.4740 0.05 -0.04 0.24
C 6.7738 7.5732 -1.5140 0.50 0.35 0.09
C 5.2867 7.6775 -1.2188 1.05 0.23 -0.16
C 4.8319 6.8729 -0.0379 0.21 0.07 0.87
O 3.4737 6.6138 -0.3457 -0.31 0.00 -0.89
C 3.3801 6.6216 -1.7093 -2.18 -0.93 -1.34
O 2.4079 6.2398 -2.3373 2.23 0.93 1.43
O 4.5232 7.1119 -2.2751 -0.99 -0.39 0.23
H 6.9639 7.1907 -2.5212 -0.17 0.04 0.18
H 7.2401 8.5615 -1.4371 -0.02 -0.18 -0.10
H 7.2929 6.9285 -0.7966 -0.16 -0.03 -0.15
H 4.9923 8.7298 -1.1256 -0.07 -0.13 0.08
H 4.9151 7.4280 0.9014 -0.18 -0.14 -0.12
H 5.3495 5.9130 0.0667 0.11 0.12 -0.13
```
Positions in Å, forces in eV/Å.

Results
- Relative energy (zero: lowest compared OMol25 entry of this formula, charge and spin): 10.0792 eV
- HOMO energy: -4.885 eV
- Charge: -1
- Largest force on an atom: 9.22 eV/A
- Gap between HOMO and LUMO: 7.15 eV

# 2
Below is C22H43N2OOsP3 as an isolated structure in a non-equilibrium geometry, with properties calculated with the ωB97M-V functional and the def2-TZVPD basis.

Geometry as XYZ:
```
72
Properties=species:S:1:pos:R:3:forces:R:3
Os 0.3175 0.5015 0.5569 -1.08 0.30 5.28
P 2.0748 -0.8555 1.6707 1.63 -1.22 0.59
P 1.7976 2.4262 1.0665 1.29 1.01 0.64
P -0.9309 -1.4731 0.1136 -0.30 -1.75 -0.17
H 1.9147 1.0625 -1.4289 -0.18 -0.42 -0.20
C 0.9940 0.4947 -1.2495 0.99 0.53 -3.30
C -0.2357 1.3093 -1.1301 -0.29 0.82 -2.94
H -0.1109 2.3962 -1.2333 -0.15 -0.40 0.01
C 3.3391 -1.3951 0.4581 -0.09 0.07 -0.13
C 3.0882 -0.1680 3.0486 0.05 0.17 0.01
C 1.6177 -2.4421 2.4951 -0.64 -0.07 -0.03
C 1.3897 4.0437 0.3078 -0.40 -0.09 -0.27
C 1.8458 2.9715 2.8219 -0.23 -0.29 0.07
C 3.5878 2.2687 0.6283 -0.06 -0.21 -0.24
C -2.4015 -1.3459 -0.9648 -0.23 0.39 -0.30
C -1.6740 -2.2754 1.5865 -0.13 0.09 0.18
C 0.0616 -2.7938 -0.6857 -0.12 -0.02 -0.03
H 0.9003 -0.4229 -1.8445 0.28 0.40 0.13
H -1.1046 0.9425 -1.7003 0.24 0.16 0.44
H 3.9370 -2.2056 0.8963 -0.12 0.27 -0.06
H 4.0000 -0.5643 0.1925 -0.12 -0.18 0.05
H 2.8574 -1.7626 -0.4543 0.11 0.04 0.17
H 3.6250 -0.9894 3.5436 -0.13 0.11 -0.28
H 2.4548 0.3072 3.8063 0.17 -0.18 -0.09
H 3.8277 0.5569 2.6975 -0.24 -0.18 0.15
H 2.3155 -3.2403 2.2019 -0.16 0.31 0.12
H 0.5989 -2.7480 2.2407 0.41 -0.08 0.14
H 1.6668 -2.3153 3.5859 0.01 -0.05 -0.30
H 2.3112 4.6243 0.1662 -0.31 -0.18 0.09
H 0.7260 4.5923 0.9844 0.07 -0.06 -0.19
H 0.8909 3.9239 -0.6548 0.19 0.22 0.01
H 2.7178 3.6194 2.9921 -0.25 -0.14 -0.11
H 1.8903 2.1354 3.5260 0.05 0.30 -0.14
H 0.9374 3.5499 3.0228 0.16 -0.05 0.05
H 3.9485 3.2425 0.2702 -0.11 -0.29 0.15
H 3.7361 1.5414 -0.1762 0.04 0.18 0.12
H 4.2016 1.9770 1.4884 -0.23 0.13 -0.26
H -3.2264 -1.9327 -0.5340 0.37 0.14 -0.18
H -2.1839 -1.7295 -1.9706 -0.01 0.22 0.37
H -2.7286 -0.3041 -1.0569 -0.05 -0.30 -0.07
H -2.7518 -2.3803 1.4089 0.31 -0.06 0.19
H -1.5301 -1.6489 2.4767 -0.07 -0.54 -0.25
H -1.2474 -3.2742 1.7478 -0.22 0.27 0.02
H -0.6252 -3.5098 -1.1559 0.19 0.05 0.22
H 0.6828 -3.3149 0.0500 -0.15 0.06 -0.16
H 0.7178 -2.3869 -1.4607 -0.15 -0.07 0.11
C -1.8699 -0.9838 -4.6842 0.02 -0.06 0.71
C -0.5065 -1.3216 -4.8194 -1.94 1.72 1.05
C -0.1834 -2.4537 -5.5650 0.12 -1.98 -1.77
C -1.1771 -3.1787 -6.2348 0.23 -0.08 -0.01
C -2.5227 -2.7891 -6.1384 1.32 -1.78 -1.37
C -2.8736 -1.6835 -5.3682 0.18 2.07 1.72
O -2.2885 -0.0645 -3.7297 0.26 -0.57 -0.77
H -1.9220 0.7850 -3.9570 0.13 0.83 -0.14
H 0.2606 -0.7108 -4.3362 -0.23 -0.23 -0.12
H 0.8664 -2.7595 -5.6286 -0.42 0.02 -0.10
H -0.9020 -4.0455 -6.8367 -0.10 0.24 0.21
H -3.3031 -3.3377 -6.6599 0.17 -0.03 0.01
H -3.9084 -1.3557 -5.2513 0.25 -0.13 -0.08
N -0.8253 0.1857 3.4762 -0.61 2.34 -0.24
C -1.6634 1.1250 2.9341 1.59 -1.74 0.32
C -2.6802 1.6987 3.7130 -0.91 0.36 0.53
C -3.5207 2.6311 3.1276 0.12 -0.07 0.04
C -3.3388 2.9080 1.7673 -1.03 0.57 0.65
C -2.3520 2.2533 1.0342 1.95 -1.41 0.26
N -1.4675 1.4026 1.6213 -1.01 1.07 -1.06
H -0.8789 0.0252 4.4761 -0.01 -0.19 0.13
H 0.1040 0.1034 3.0343 -0.47 -0.36 0.12
H -2.7554 1.3887 4.7557 -0.18 0.23 -0.17
H -4.3013 3.1220 3.7050 0.13 -0.06 -0.11
H -3.9712 3.6347 1.2558 0.07 -0.19 0.14
H -2.2403 2.4121 -0.0428 0.04 -0.01 0.47
```
Positions in Å, forces in eV/Å.

Results
- Relative energy (zero: lowest compared OMol25 entry of this formula, charge and spin): 1.1597 eV
- Expectation value of S²: 6.06
- HOMO energy (spin up / spin down): -20.083 / -20.157 eV
- 2S+1: 5
- Charge: +4
- Largest force on an atom: 5.40 eV/A
- Gap between HOMO and LUMO (spin up / spin down): 8.43 / 4.74 eV

# 3
Below is C22H43N2OP3Tc as an isolated structure in a non-equilibrium geometry, with properties calculated with the ωB97M-V functional and the def2-TZVPD basis.

Geometry as XYZ:
```
72
Properties=species:S:1:pos:R:3:forces:R:3
Tc 0.1010 0.0698 -0.1595 -2.45 -0.74 1.43
P 1.7212 1.3504 1.6990 0.49 0.12 0.49
P -0.3201 2.2668 -0.6796 -0.26 3.08 -1.03
P 1.8919 -0.3840 -1.4465 2.70 -0.14 -1.89
H -0.8993 -4.8686 1.2022 0.42 -0.18 -0.03
C 0.1749 -4.7970 0.9969 0.06 0.51 0.09
C 1.0314 -4.3756 1.9387 -0.17 0.14 -0.28
H 0.6919 -4.1410 2.9614 0.19 -0.22 -0.54
C 0.7903 1.7366 3.2302 -0.65 -0.23 -0.28
C 2.6358 2.9005 1.3128 -0.30 0.05 -0.67
C 3.1099 0.3917 2.4129 -0.20 -0.41 -0.35
C -1.7917 2.5723 -1.7410 -0.36 -0.69 -0.02
C -0.7594 3.4411 0.6643 0.18 -0.27 0.30
C 0.8802 3.1984 -1.7131 0.27 -0.23 0.28
C 2.5500 -2.0637 -1.1367 -0.39 0.05 0.27
C 3.4339 0.6003 -1.4572 -0.19 0.16 0.21
C 1.4910 -0.3929 -3.2322 -0.47 0.10 0.11
H 0.4964 -5.0785 -0.0179 -0.05 0.05 0.60
H 2.1079 -4.2855 1.7431 -0.45 -0.19 0.14
H 0.7525 0.8466 3.8672 0.09 0.13 -0.11
H -0.2349 2.0479 3.0111 0.18 0.04 0.09
H 1.2940 2.5432 3.7780 0.03 -0.19 -0.21
H 1.9903 3.7127 0.9759 0.20 -0.12 0.06
H 3.3894 2.7101 0.5423 -0.09 0.00 0.14
H 3.1530 3.2337 2.2211 -0.16 -0.29 -0.01
H 2.7320 -0.5552 2.8180 0.17 0.13 -0.04
H 3.5607 0.9769 3.2285 -0.16 -0.10 -0.28
H 3.8716 0.1783 1.6513 -0.14 0.05 0.28
H -1.5597 2.2741 -2.7713 -0.13 0.03 0.24
H -2.0514 3.6441 -1.7195 0.33 -0.42 0.04
H -2.6483 1.9849 -1.3895 0.16 0.28 -0.22
H -1.2361 4.3165 0.2047 0.22 -0.21 0.09
H 0.1104 3.7708 1.2391 -0.35 -0.03 -0.07
H -1.4830 2.9805 1.3475 0.09 0.13 -0.13
H 0.4233 4.1641 -1.9736 0.10 -0.26 0.10
H 1.0822 2.6459 -2.6413 -0.06 0.17 0.24
H 1.8228 3.3809 -1.1872 -0.20 0.00 -0.22
H 3.0573 -2.4304 -2.0384 -0.11 0.10 0.20
H 1.7400 -2.7491 -0.8564 0.22 -0.04 -0.09
H 3.2653 -2.0189 -0.3060 -0.14 -0.07 -0.18
H 4.0463 0.2594 -2.2996 -0.04 0.01 0.21
H 3.9995 0.4631 -0.5306 -0.05 0.00 -0.17
H 3.2254 1.6642 -1.5953 0.05 -0.15 -0.05
H 2.4244 -0.4320 -3.8052 -0.18 -0.07 0.11
H 0.9388 0.5127 -3.5043 0.11 -0.15 -0.07
H 0.8702 -1.2618 -3.4688 0.12 0.12 -0.06
C -2.0109 -1.0585 -2.4174 0.35 -0.85 -1.13
C -2.9049 -0.6676 -3.4659 1.07 0.86 3.00
C -2.9569 -1.4206 -4.6290 0.04 -1.91 -1.97
C -2.1905 -2.5875 -4.7616 0.16 -0.49 -0.20
C -1.4179 -3.0475 -3.6921 -0.80 -0.98 -2.44
C -1.3762 -2.3352 -2.5036 -0.62 2.50 1.58
O -1.7300 -0.2324 -1.4507 1.82 0.58 2.10
H 1.3434 -0.4177 0.8612 -0.43 0.12 -0.45
H -3.4844 0.2473 -3.3392 0.10 -0.24 -0.11
H -3.6043 -1.0995 -5.4492 0.22 -0.11 0.18
H -2.2168 -3.1582 -5.6908 -0.03 0.21 0.29
H -0.8516 -3.9759 -3.7745 -0.18 0.17 -0.13
H -0.8157 -2.6913 -1.6380 -0.11 -0.02 -0.16
N -3.7127 -0.2080 4.8429 0.88 -0.23 -1.46
C -3.0037 -0.3474 3.7011 -0.76 0.38 1.44
C -1.8334 -1.1348 3.6556 1.00 -0.52 -0.32
C -1.0490 -1.1180 2.5093 -0.26 0.07 0.42
N -1.3475 -0.3368 1.4373 -0.20 -0.03 0.70
C -2.5502 0.2924 1.4215 -0.56 0.09 0.26
C -3.3850 0.3365 2.5277 0.01 0.37 -1.17
H -3.4376 -0.6646 5.7029 0.02 -0.18 0.24
H -4.5356 0.3788 4.8741 -0.30 0.12 0.07
H -1.5100 -1.7083 4.5206 -0.08 -0.03 -0.14
H -0.1455 -1.7285 2.4305 -0.25 0.22 0.16
H -2.8435 0.7628 0.4773 0.19 -0.09 0.46
H -4.3030 0.9161 2.4746 0.07 -0.12 0.05
```
Positions in Å, forces in eV/Å.

Results
- Relative energy (zero: lowest compared OMol25 entry of this formula, charge and spin): 3.4167 eV
- Expectation value of S²: 3.84
- HOMO energy (spin up / spin down): -19.538 / -19.324 eV
- 2S+1: 4
- Charge: +4
- Largest force on an atom: 3.30 eV/A
- Gap between HOMO and LUMO (spin up / spin down): 6.61 / 3.83 eV

# 4
Below is C22H43N2P3ScSe as an isolated structure in a non-equilibrium geometry, with properties calculated with the ωB97M-V functional and the def2-TZVPD basis.

Geometry as XYZ:
```
72
Properties=species:S:1:pos:R:3:forces:R:3
Sc -0.1088 -2.4828 3.9150 -1.79 1.58 4.21
P 2.5201 0.6558 1.0989 0.50 -0.02 0.52
P -2.0826 2.9064 0.2174 -0.65 0.36 -0.26
P 2.0633 -0.1709 -3.4128 1.78 0.53 -0.56
H 1.8326 -3.7180 3.0302 0.01 0.06 -0.07
C 1.3144 -2.9198 2.4815 -0.43 -1.44 -2.78
C -0.0376 -3.2187 2.0129 2.27 -0.58 -2.13
H -0.4301 -4.2472 2.0847 0.02 0.38 0.18
C 2.1426 0.3633 2.8786 -0.35 0.08 0.25
C 2.9026 2.4547 1.2534 -0.25 0.24 -0.58
C 4.2379 -0.0205 1.0238 -0.10 -0.08 -0.28
C -3.0940 1.8474 -0.8244 0.11 -0.22 -0.10
C -2.9991 3.3107 1.7040 0.02 0.20 0.14
C -1.7386 4.4074 -0.7154 -0.06 0.06 0.09
C 2.7814 -1.8128 -3.3056 0.46 -0.01 -0.54
C 3.2317 1.0976 -2.9138 0.91 0.15 -0.50
C 1.1946 0.2139 -4.9378 0.39 -0.01 -0.36
H 1.9722 -2.2464 1.9375 -0.31 0.11 0.25
H -0.5119 -2.5769 1.2634 0.28 -0.26 0.22
H 2.6001 -0.5655 3.2320 -0.09 0.19 0.01
H 1.0515 0.2905 3.0098 0.53 -0.01 -0.02
H 2.4946 1.1942 3.5015 0.12 -0.26 -0.10
H 2.3512 2.8861 2.0972 0.10 -0.01 -0.23
H 2.5962 2.9635 0.3307 0.22 0.15 0.25
H 3.9755 2.6061 1.4163 -0.27 0.07 0.01
H 4.2743 -1.0220 1.4738 0.03 0.23 -0.17
H 4.9343 0.6427 1.5496 -0.08 -0.26 -0.08
H 4.5377 -0.1059 -0.0302 0.13 0.01 0.33
H -4.1346 2.1995 -0.7966 0.30 -0.04 -0.04
H -3.0526 0.8125 -0.4590 -0.06 0.28 -0.08
H -2.7364 1.8840 -1.8628 -0.11 -0.04 0.28
H -4.0269 3.5961 1.4371 0.31 -0.01 0.04
H -2.5221 4.1605 2.2122 -0.14 -0.21 -0.07
H -3.0263 2.4455 2.3796 0.02 0.21 -0.27
H -2.6814 4.9125 -0.9664 0.18 -0.11 0.06
H -1.2171 4.1558 -1.6489 -0.10 0.04 0.27
H -1.1228 5.0950 -0.1210 -0.11 -0.17 -0.15
H 3.6960 -1.8179 -3.9158 -0.16 -0.26 0.20
H 2.0897 -2.5757 -3.6763 0.17 0.18 0.07
H 3.0323 -2.0431 -2.2640 -0.02 0.13 -0.13
H 4.2061 0.8633 -3.3727 -0.11 0.34 0.21
H 3.3614 1.1397 -1.8218 -0.16 -0.15 -0.33
H 2.8979 2.0789 -3.2767 0.08 -0.27 0.10
H 1.7213 -0.2467 -5.7833 -0.21 0.22 0.04
H 1.1574 1.3009 -5.0718 0.14 -0.20 0.00
H 0.1624 -0.1517 -4.9186 0.12 -0.02 0.12
C -0.7457 -2.0964 -2.5327 -0.50 0.54 0.61
C -1.6775 -2.6231 -1.6352 0.07 -0.25 -0.15
C -2.4021 -3.7706 -1.9929 0.25 0.09 -0.23
C -2.2370 -4.3436 -3.2626 0.34 0.26 0.09
C -1.3187 -3.7805 -4.1618 -0.13 0.02 0.24
C -0.5707 -2.6509 -3.7991 0.20 0.24 -0.08
Se 0.2015 -0.3368 -1.9781 -3.77 -1.69 0.75
H 0.9680 -0.9156 -0.8695 0.44 -0.11 -0.22
H -1.8326 -2.1371 -0.6718 -0.03 -0.23 -0.20
H -3.0897 -4.2234 -1.2777 0.11 0.21 -0.23
H -2.8113 -5.2306 -3.5504 0.25 0.41 0.14
H -1.1825 -4.2182 -5.1553 -0.05 0.19 0.40
H 0.1335 -2.2065 -4.5148 -0.46 -0.39 0.30
N -0.7488 2.0754 0.6548 0.41 -0.20 0.36
C -0.8065 -0.4700 4.0452 -0.53 -1.45 0.29
C -1.1027 0.7964 4.5148 -0.32 0.60 -0.13
C -2.4473 1.1336 4.6756 0.23 0.12 0.29
C -3.4554 0.3117 4.1625 0.00 -0.38 -0.47
C -3.0937 -0.8702 3.5323 0.83 -0.46 0.75
N -1.8095 -1.3201 3.6557 -0.51 1.49 -0.37
H -0.3193 1.4066 0.0244 -0.02 0.11 0.10
H -0.1563 2.3708 1.4285 -0.25 -0.03 -0.36
H -0.3004 1.4965 4.7671 -0.35 -0.30 0.14
H -2.7211 2.0289 5.2318 0.05 -0.07 -0.21
H -4.5106 0.5675 4.2494 0.29 0.06 -0.08
H -3.7745 -1.5358 3.0144 -0.18 0.10 0.24
```
Positions in Å, forces in eV/Å.

Results
- Relative energy (zero: lowest compared OMol25 entry of this formula, charge and spin): 3.4372 eV
- HOMO energy (spin up / spin down): -16.199 / -13.215 eV
- Charge: +3
- Largest force on an atom: 4.83 eV/A
- Gap between HOMO and LUMO (spin up / spin down): 8.02 / 3.95 eV

Q: Among the records above, which one has the highest largest force on an atom?
A: C22H43N2O12P2

Q: charge of number 1 (C22H43N2O12P2)?
A: -1

Q: Look up the largest force on an atom of the fourth one.
A: 4.83 eV/A

Q: The highest relative energy (zero: lowest compared OMol25 entry of this formula, charge and spin) belongs to which entry?
A: C22H43N2O12P2